[1]
Formula: C18H56N10O12
Source: the Open Molecules 2025 dataset
Level of theory: wB97M-V/def2-TZVPD

Structure (SMILES): COC[C@H](C)N.COC[C@H](C)N.NC(N)=O.NC(N)=O.NC(N)=O.NC(N)=O.OCCO.OCCO.OCCO
M: 604.70 g mol⁻¹
Charge: 0
Energy: -2169.6787 Eh
Relative energy (zero: lowest compared OMol25 entry of this formula, charge and spin): 566.2 kJ/mol
E_HOMO: -9.243 eV
HOMO-LUMO gap: 9.114 eV

The geometry in XYZ format:
```
96
Properties=species:S:1:pos:R:3:lowdin_charge:R:1
C 2.273 -6.739 4.613 -0.138
O 1.550 -7.208 5.683 -0.167
C 0.207 -7.485 5.404 -0.209
C -0.528 -8.168 6.673 -0.398
C -0.078 -9.587 6.814 -0.085
N -1.911 -8.154 6.256 0.013
H 1.880 -5.832 4.154 0.088
H 2.185 -7.463 3.803 0.083
H 3.333 -6.761 4.866 0.095
H -0.346 -6.571 5.185 0.117
H -0.083 -8.144 4.586 0.117
H -0.334 -7.548 7.549 0.132
H -0.826 -10.340 7.062 0.074
H 0.775 -9.746 7.474 0.074
H 0.489 -10.024 5.992 0.077
H -2.058 -8.075 5.260 0.065
H -2.370 -8.987 6.596 0.062
C 0.100 7.815 3.105 -0.149
O -1.238 8.031 2.778 -0.206
C -2.017 7.013 2.007 -0.119
C -3.486 7.431 1.748 -0.437
C -4.421 7.475 2.909 -0.085
N -4.055 6.435 0.848 0.015
H 0.603 7.369 2.247 0.074
H 0.169 7.079 3.906 0.078
H 0.773 8.608 3.428 0.084
H -1.374 6.863 1.140 0.114
H -2.070 6.049 2.513 0.121
H -3.536 8.398 1.247 0.134
H -5.319 8.058 2.704 0.073
H -4.074 8.040 3.774 0.079
H -4.910 6.582 3.298 0.082
H -4.963 6.746 0.531 0.073
H -3.575 6.291 -0.029 0.070
N -5.216 -0.491 -5.464 0.166
C -5.391 -1.563 -6.081 -0.856
N -4.321 -2.245 -5.985 0.160
O -6.244 -1.754 -6.929 0.029
H -4.323 -0.328 -5.021 0.121
H -6.000 0.146 -5.488 0.136
H -4.262 -3.040 -6.604 0.131
H -3.585 -1.806 -5.449 0.113
N -0.065 1.678 -0.156 0.159
C 0.258 0.530 -0.649 -0.796
N 1.247 0.039 0.063 0.145
O -0.326 -0.053 -1.536 0.037
H 0.351 1.887 0.741 0.110
H -0.976 2.049 -0.387 0.126
H 1.684 -0.844 -0.156 0.114
H 1.864 0.626 0.607 0.105
N -4.319 6.203 -7.305 0.162
C -4.688 6.245 -6.100 -0.830
N -5.861 6.788 -6.057 0.155
O -3.992 5.940 -5.142 0.026
H -4.981 6.389 -8.046 0.121
H -3.362 5.891 -7.390 0.134
H -6.247 7.062 -5.165 0.123
H -6.252 7.185 -6.900 0.109
N 6.775 -2.657 -1.730 0.160
C 7.529 -3.590 -1.332 -0.793
N 8.064 -3.194 -0.173 0.136
O 7.619 -4.716 -1.786 0.042
H 6.313 -2.782 -2.619 0.129
H 6.964 -1.717 -1.411 0.116
H 8.106 -2.247 0.174 0.100
H 8.692 -3.832 0.296 0.110
O 2.747 -2.769 -5.398 -0.047
C 2.242 -3.990 -5.799 -0.280
C 3.276 -4.935 -6.411 -0.299
O 3.594 -4.604 -7.683 -0.036
H 2.177 -2.356 -4.746 0.091
H 1.867 -4.570 -4.954 0.112
H 1.362 -3.893 -6.434 0.119
H 2.903 -5.956 -6.496 0.123
H 4.138 -5.060 -5.755 0.122
H 4.105 -3.793 -7.652 0.096
O -1.543 -0.552 5.018 -0.075
C -2.372 -0.883 6.140 -0.254
C -3.675 -1.548 5.758 -0.212
O -4.249 -0.704 4.746 -0.079
H -0.632 -0.795 5.198 0.085
H -1.906 -1.575 6.842 0.114
H -2.343 0.046 6.710 0.121
H -4.329 -1.504 6.629 0.118
H -3.573 -2.543 5.323 0.121
H -3.569 -0.068 4.512 0.061
O 5.325 4.252 -0.371 -0.075
C 5.217 4.688 -1.721 -0.251
C 5.471 3.646 -2.862 -0.264
O 5.617 4.301 -4.072 -0.045
H 6.215 4.448 -0.070 0.080
H 4.286 5.242 -1.837 0.114
H 5.951 5.490 -1.802 0.113
H 4.683 2.896 -2.799 0.116
H 6.419 3.190 -2.576 0.117
H 4.779 4.649 -4.386 0.095
```



[2]
Formula: C18H56N4O8
Source: the Open Molecules 2025 dataset
Level of theory: wB97M-V/def2-TZVPD

Structure (SMILES): COC[C@H](C)N.COC[C@H](C)N.COC[C@H](C)N.COC[C@H](C)N.CCO.O.O.O
M: 456.67 g mol⁻¹
Charge: 0
Energy: -1540.2518 Eh
Relative energy (zero: lowest compared OMol25 entry of this formula, charge and spin): 0.0 kJ/mol
E_HOMO: -8.569 eV
HOMO-LUMO gap: 9.141 eV

The geometry in XYZ format:
```
86
Properties=species:S:1:pos:R:3:lowdin_charge:R:1
C -20.014 16.009 14.285 -0.108
O -19.279 14.896 14.761 -0.187
C -19.385 14.781 16.160 -0.238
C -18.690 13.557 16.704 -0.411
C -19.341 12.266 16.175 -0.070
N -18.798 13.561 18.172 0.048
H -19.651 16.905 14.789 0.086
H -21.078 15.860 14.493 0.085
H -19.914 16.034 13.204 0.086
H -18.865 15.653 16.589 0.129
H -20.423 14.822 16.524 0.124
H -17.618 13.607 16.496 0.141
H -18.777 11.388 16.497 0.070
H -19.434 12.249 15.082 0.073
H -20.367 12.140 16.528 0.054
H -19.790 13.505 18.393 0.020
H -18.383 12.677 18.462 0.023
C -22.242 5.755 17.241 -0.081
O -21.704 7.028 16.937 -0.246
C -21.237 7.146 15.586 -0.185
C -20.787 8.547 15.291 -0.426
C -21.929 9.554 15.185 -0.038
N -20.128 8.490 13.953 0.036
H -21.414 5.037 17.159 0.073
H -23.070 5.467 16.590 0.097
H -22.554 5.779 18.284 0.092
H -20.427 6.405 15.513 0.129
H -22.007 6.781 14.896 0.134
H -20.013 8.818 16.018 0.123
H -22.591 9.438 16.046 0.078
H -22.493 9.465 14.260 0.087
H -21.478 10.546 15.258 0.059
H -20.089 9.452 13.628 0.064
H -19.159 8.206 14.070 0.071
C -18.742 4.425 18.852 -0.091
O -17.853 5.495 19.077 -0.165
C -18.457 6.536 19.782 -0.226
C -17.411 7.586 20.135 -0.415
C -16.277 6.999 20.993 -0.058
N -17.993 8.752 20.788 0.031
H -19.621 4.722 18.271 0.065
H -19.010 3.934 19.788 0.096
H -18.236 3.706 18.206 0.092
H -19.283 7.023 19.247 0.116
H -18.902 6.195 20.730 0.136
H -16.852 7.874 19.235 0.138
H -15.777 6.195 20.455 0.079
H -16.721 6.676 21.943 0.084
H -15.548 7.750 21.303 0.075
H -18.831 8.606 21.338 0.091
H -17.327 9.170 21.427 0.089
C -23.872 10.798 22.826 -0.095
O -24.352 11.881 22.050 -0.189
C -23.516 13.012 22.018 -0.218
C -23.803 13.928 23.213 -0.461
C -25.254 14.404 23.233 -0.056
N -22.855 15.033 23.301 0.031
H -24.497 9.955 22.542 0.089
H -23.887 11.035 23.892 0.082
H -22.849 10.517 22.551 0.075
H -22.455 12.734 22.056 0.119
H -23.653 13.580 21.096 0.117
H -23.705 13.259 24.084 0.124
H -25.841 13.485 23.290 0.075
H -25.586 14.926 22.336 0.080
H -25.457 14.996 24.126 0.073
H -21.904 14.682 23.433 0.074
H -22.980 15.457 24.222 0.071
C -20.644 10.384 18.737 -0.078
C -21.355 9.375 19.593 -0.289
O -22.447 8.721 18.954 -0.106
H -20.181 9.896 17.877 0.057
H -19.959 11.015 19.301 0.069
H -21.329 11.105 18.274 0.073
H -21.771 9.878 20.470 0.107
H -20.656 8.588 19.902 0.086
H -22.095 8.248 18.167 0.049
O -17.336 11.059 19.317 -0.096
H -17.600 10.189 19.729 -0.005
H -16.492 10.895 18.882 0.039
O -23.638 7.177 21.071 -0.080
H -23.270 7.555 20.249 -0.008
H -24.492 6.815 20.817 0.029
O -21.289 14.321 19.557 -0.061
H -21.977 13.849 19.071 0.041
H -21.520 15.253 19.464 0.055
```



[3]
Formula: C18H56O18
Source: the Open Molecules 2025 dataset
Level of theory: wB97M-V/def2-TZVPD

Structure (SMILES): OCCO.OCCO.OCCO.OCCO.OCCO.OCCO.OCCO.OCCO.CO.CO
M: 560.63 g mol⁻¹
Charge: 0
Energy: -2073.5678 Eh
Relative energy (zero: lowest compared OMol25 entry of this formula, charge and spin): 75.0 kJ/mol
E_HOMO: -9.848 eV
HOMO-LUMO gap: 10.018 eV

The geometry in XYZ format:
```
92
Properties=species:S:1:pos:R:3:lowdin_charge:R:1
O 4.335 -14.054 18.874 -0.072
C 4.939 -12.854 18.405 -0.236
C 3.824 -11.971 17.841 -0.205
O 4.245 -10.584 17.782 -0.090
H 4.999 -14.732 18.955 0.076
H 5.452 -12.400 19.267 0.118
H 5.715 -13.094 17.668 0.114
H 2.919 -12.143 18.394 0.116
H 3.745 -12.236 16.794 0.092
H 4.259 -10.216 18.694 0.106
O 5.343 -13.069 12.450 -0.094
C 5.952 -11.814 12.825 -0.214
C 5.338 -11.379 14.121 -0.233
O 5.498 -12.397 15.114 -0.080
H 4.711 -12.815 11.755 0.031
H 6.990 -12.085 12.987 0.121
H 5.768 -11.017 12.090 0.124
H 4.225 -11.344 13.967 0.112
H 5.636 -10.413 14.548 0.126
H 5.523 -13.207 14.608 0.059
O 0.906 -14.961 12.097 -0.097
C 1.837 -14.392 11.165 -0.194
C 2.013 -12.938 11.531 -0.176
O 3.261 -12.343 11.039 -0.117
H 1.271 -14.792 12.991 0.059
H 2.703 -15.022 11.071 0.117
H 1.293 -14.413 10.194 0.134
H 2.003 -12.875 12.601 0.087
H 1.155 -12.325 11.153 0.138
H 3.268 -11.429 11.431 0.040
O -1.736 -14.386 12.762 -0.062
C -1.550 -12.956 12.679 -0.208
C -2.604 -12.334 13.641 -0.244
O -2.572 -10.950 13.716 -0.051
H -1.027 -14.892 12.432 0.023
H -0.580 -12.633 13.035 0.065
H -1.562 -12.497 11.657 0.132
H -2.407 -12.740 14.595 0.083
H -3.589 -12.623 13.226 0.138
H -1.763 -10.603 14.078 0.044
O 0.208 -15.645 16.230 -0.080
C -1.047 -15.037 15.836 -0.232
C -2.049 -15.241 16.865 -0.237
O -2.429 -16.637 16.919 -0.040
H 0.339 -15.472 17.184 0.114
H -0.802 -13.994 15.617 0.091
H -1.372 -15.539 14.913 0.132
H -2.966 -14.702 16.726 0.125
H -1.658 -14.834 17.773 0.101
H -1.681 -17.113 16.567 0.065
O -0.091 -9.574 17.780 -0.095
C -0.736 -9.939 18.980 -0.213
C -1.780 -11.030 18.677 -0.197
O -1.203 -12.223 18.132 -0.072
H 0.731 -9.054 17.845 0.099
H 0.002 -10.229 19.722 0.122
H -1.328 -9.085 19.299 0.116
H -2.482 -10.649 17.920 0.132
H -2.239 -11.260 19.647 0.125
H -1.157 -12.172 17.173 0.047
O 3.157 -9.820 11.896 -0.140
C 3.286 -8.583 11.202 -0.208
C 3.089 -8.888 9.756 -0.215
O 4.083 -9.839 9.252 -0.054
H 2.282 -9.763 12.411 0.060
H 2.573 -7.812 11.559 0.125
H 4.316 -8.239 11.312 0.129
H 3.203 -8.015 9.165 0.109
H 2.134 -9.307 9.561 0.114
H 3.796 -10.584 9.790 0.035
O 0.996 -9.445 13.273 -0.085
C 1.318 -8.293 14.053 -0.203
C 2.656 -8.346 14.841 -0.150
O 2.274 -9.024 16.075 -0.081
H 0.593 -10.043 13.948 0.066
H 1.286 -7.421 13.350 0.122
H 0.472 -8.100 14.751 0.134
H 2.988 -7.320 14.977 0.121
H 3.309 -8.982 14.292 0.089
H 3.024 -9.466 16.456 0.038
C 3.382 -15.372 14.412 -0.119
O 2.324 -14.452 14.631 -0.138
H 4.002 -15.497 15.290 0.078
H 3.051 -16.406 14.179 0.093
H 3.859 -15.035 13.473 0.081
H 1.723 -14.796 15.274 0.027
C 0.844 -11.902 15.303 -0.129
O -0.153 -10.910 15.408 -0.142
H 0.697 -12.394 14.377 0.047
H 1.834 -11.503 15.392 0.074
H 0.789 -12.633 16.085 0.071
H -0.063 -10.333 16.203 0.062
```